# 1
{
  "formula": "C17H19ClN2O3S",
  "method": "ωB97M-V/def2-TZVPD",
  "symbols": ["C", "C", "O", "N", "C", "C", "N", "C", "C", "C", "C", "C", "O", "C", "C", "C", "C", "Cl", "C", "C", "O", "S", "C", "C", "H", "H", "H", "H", "H", "H", "H", "H", "H", "H", "H", "H", "H", "H", "H", "H", "H", "H", "H"],
  "positions_angstrom": [[4.8082, -0.0061, 3.0908], [3.6793, 0.9264, 2.6203], [2.7755, 1.1499, 3.3849], [3.5530, 1.3799, 1.2797], [4.2191, 0.5683, 0.2562], [3.4743, -0.8093, 0.2089], [2.0870, -0.6232, -0.2148], [1.3746, -1.9391, -0.4259], [0.0391, -1.6602, -0.9998], [-0.1941, -1.3937, -2.3304], [-1.5629, -1.3799, -2.6094], [-2.3530, -1.6960, -1.4612], [-3.7530, -1.6544, -1.3488], [-4.2649, -0.3951, -0.9564], [-3.4610, 0.7351, -0.8797], [-3.9521, 2.0595, -0.6634], [-5.3574, 2.1400, -0.6309], [-6.1945, 3.5633, -0.7827], [-6.1783, 1.0262, -0.6971], [-5.5743, -0.2497, -0.8678], [-6.3095, -1.3598, -1.1045], [-1.4329, -1.9296, -0.0615], [1.3225, 0.4640, 0.5215], [2.2267, 1.8232, 0.8886], [4.7039, -0.3770, 4.0738], [5.6631, 0.7357, 3.2546], [5.3245, -0.6893, 2.5134], [4.1999, 1.0837, -0.7422], [5.2659, 0.2196, 0.4216], [3.5631, -1.2330, 1.1630], [3.9498, -1.5224, -0.3868], [1.1769, -2.3204, 0.5978], [2.0203, -2.6874, -0.9979], [0.6016, -1.1394, -3.0239], [-1.8998, -1.1915, -3.6081], [-2.3557, 0.6779, -0.7898], [-3.3559, 2.9596, -0.7056], [-7.3081, 1.0370, -0.6130], [-6.0207, -1.9528, -0.4122], [1.0281, 0.0101, 1.5135], [0.4740, 0.6726, -0.0530], [2.2056, 2.5232, 0.0032], [1.7924, 2.4540, 1.5748]],
  "atomic_forces_ev_per_a": [[1.79, 4.27, 0.41], [-1.16, -1.55, -1.22], [-0.16, 0.65, 0.91], [1.72, -0.23, 0.78], [-0.14, -1.69, -1.01], [-1.40, 2.63, -0.66], [0.54, 0.38, -1.01], [0.67, 1.45, 1.92], [-0.18, -0.85, -0.66], [-0.10, 0.07, 1.61], [-1.77, -0.68, 1.58], [-0.25, 0.95, -2.39], [0.90, 0.66, 0.35], [4.16, 0.38, -1.09], [1.69, 2.23, 1.50], [-1.48, -2.33, -0.79], [0.54, -1.58, -0.39], [-0.77, 2.66, 0.20], [-0.23, -2.07, 0.29], [-3.18, 1.54, -0.14], [-1.22, -0.18, 0.45], [1.52, 0.01, -0.89], [2.63, -0.88, 2.18], [-0.34, -2.64, -3.61], [-1.03, -0.43, 0.89], [-0.74, -0.56, -0.10], [0.19, -1.57, -1.79], [-0.15, -0.42, 1.01], [-0.51, 1.22, 0.50], [-0.12, -0.58, 2.02], [0.78, -0.90, -1.63], [0.33, -0.55, -0.27], [-0.85, 1.26, 0.62], [-0.15, -0.28, 0.06], [-0.71, 0.11, -0.12], [-0.87, -0.33, -0.60], [0.19, -0.22, 0.20], [1.65, 0.30, -0.31], [-0.15, -0.93, -0.05], [-0.06, 0.64, -0.65], [-1.27, 0.59, -0.71], [0.80, -1.12, 0.34], [-1.11, 0.56, 2.24]],
  "energy_ev": -50414.186,
  "orbital_gap_ev": 8.903,
  "total_charge": 0,
  "fmax_ev_per_a": 4.6,
  "de_lowest_ev": 4.226
}

***

# 2
{
  "formula": "C32H36BF6IN3O6",
  "method": "ωB97M-V/def2-TZVPD",
  "symbols": ["C", "C", "C", "I", "N", "C", "C", "C", "O", "C", "F", "F", "C", "F", "F", "C", "F", "F", "C", "O", "O", "C", "C", "C", "C", "C", "C", "C", "C", "C", "C", "C", "C", "O", "C", "C", "O", "C", "B", "N", "O", "C", "C", "C", "C", "C", "C", "N", "C", "H", "H", "H", "H", "H", "H", "H", "H", "H", "H", "H", "H", "H", "H", "H", "H", "H", "H", "H", "H", "H", "H", "H", "H", "H", "H", "H", "H", "H", "H", "H", "H", "H", "H", "H", "H"],
  "positions_angstrom": [[-5.9089, -0.8471, 2.5197], [-4.8511, -0.3788, 1.4510], [-4.3077, -1.5544, 0.4777], [-5.3322, -3.4770, 0.8415], [-2.8768, -1.8162, 0.7255], [-2.6032, -2.1051, 2.0889], [-1.2769, -2.3541, 2.5880], [-0.9394, -2.6290, 4.1002], [-0.6731, -3.7140, 4.5174], [-0.9690, -1.3209, 5.0341], [-2.2667, -0.8133, 4.8857], [-0.7744, -1.7241, 6.3280], [0.1321, -0.2590, 4.6648], [0.0099, 0.2618, 3.3873], [1.3816, -0.8566, 4.7566], [0.1701, 0.9980, 5.6489], [0.7550, 0.7254, 6.8535], [-1.0917, 1.5221, 5.8953], [0.9808, 2.1517, 4.8989], [2.1849, 2.1387, 4.8422], [0.3286, 3.1955, 4.2648], [-0.1442, -2.3461, 1.6030], [1.2125, -2.6411, 2.0996], [2.3127, -2.6146, 1.1422], [2.0102, -2.2789, -0.2850], [3.2843, -2.2230, -1.2276], [3.7816, -0.7155, -1.2685], [3.6217, 0.0194, -2.6561], [3.2193, 1.5342, -2.3226], [4.2945, 2.2570, -1.4350], [3.9546, 3.7644, -1.1048], [2.6581, 3.9177, -0.1634], [1.4307, 4.3376, -1.0666], [0.4977, 3.2416, -1.2811], [-0.2156, 3.4761, -2.4762], [0.2524, 2.9082, -3.8640], [-1.2149, 4.1517, -2.4608], [0.6443, -1.9776, -0.7875], [0.5915, -1.6173, -2.3485], [0.6520, -2.6934, -3.3921], [0.4436, -0.2949, -2.8545], [-0.4831, -2.0343, 0.1792], [-1.8734, -1.7931, -0.2436], [-2.3706, -1.5135, -1.6783], [-2.8110, -2.6907, -2.4695], [-3.2928, -2.2994, -3.8275], [-3.2498, -0.8664, -4.1395], [-2.8030, 0.1884, -3.4017], [-2.3542, -0.1249, -2.1528], [-6.1633, 0.0715, 3.1350], [-5.5277, -1.6042, 3.2569], [-6.8915, -1.1700, 2.0709], [-3.9937, 0.1935, 1.9099], [-5.3848, 0.3703, 0.7918], [-4.6028, -1.2616, -0.5494], [-3.4256, -2.1524, 2.8505], [0.7964, 3.4073, 3.4306], [1.4477, -2.8673, 3.1649], [3.3428, -2.8135, 1.5199], [3.1211, -2.7076, -2.2229], [4.1049, -2.8186, -0.7254], [3.2925, -0.1567, -0.4149], [4.8865, -0.7103, -1.0201], [4.6157, 0.0925, -3.1924], [2.9126, -0.4658, -3.3741], [2.2480, 1.4454, -1.7414], [2.9525, 2.1039, -3.2567], [4.4947, 1.7551, -0.4456], [5.2702, 2.2207, -2.0140], [4.8132, 4.1366, -0.4626], [3.9312, 4.4420, -1.9972], [2.5012, 2.9251, 0.3553], [2.8487, 4.6586, 0.6682], [0.8861, 5.1647, -0.5174], [1.7739, 4.7044, -2.0693], [0.7670, 1.9159, -3.7974], [0.9483, 3.6768, -4.3042], [-0.6571, 2.8034, -4.5197], [-0.3036, -2.9986, -3.5976], [1.2247, -3.4493, -3.0093], [-0.2171, -0.3921, -3.5739], [-2.8162, -3.7361, -2.0879], [-3.6748, -3.0722, -4.5426], [-3.6512, -0.5951, -5.1567], [-1.9914, 0.6684, -1.4478]],
  "atomic_forces_ev_per_a": [[-0.07, 1.30, 0.67], [-0.73, -0.25, -0.38], [-1.32, 0.82, 0.84], [0.32, 0.44, -0.56], [1.91, -0.36, 0.46], [2.75, -0.36, 1.39], [-1.03, 0.51, -2.60], [-0.40, 0.55, -0.92], [-0.14, 0.81, -0.11], [-0.65, -1.11, -0.03], [1.82, -0.32, 0.26], [-0.27, 0.84, -1.58], [0.91, 0.83, 0.77], [-0.28, -1.00, 1.36], [-1.79, 0.42, -0.24], [-0.49, 2.04, 0.21], [-0.66, -0.01, -1.74], [1.18, -1.25, -0.33], [2.03, 1.49, -1.08], [-1.04, -1.07, 0.52], [-1.02, -1.82, 0.50], [-0.65, -0.20, 1.01], [0.86, 0.55, -2.97], [-3.36, 0.64, 0.00], [-0.76, -0.45, 0.44], [-0.21, 0.14, 1.33], [0.84, -0.39, -0.39], [0.56, 1.55, 0.37], [-0.91, -1.01, 0.54], [0.26, 0.61, -0.89], [0.69, -0.20, 1.74], [0.50, -0.41, -1.22], [0.04, 0.67, 1.33], [0.18, 0.18, -1.48], [-0.96, 0.28, -0.61], [0.21, -0.20, 0.54], [0.83, -0.59, 0.42], [2.48, -0.43, 2.21], [-0.52, 0.57, -1.68], [0.05, 0.83, 1.67], [-1.07, -1.88, 1.14], [0.99, -0.03, 0.02], [-0.56, 0.02, 1.43], [0.39, -0.84, -0.18], [-0.41, 3.78, -1.89], [1.16, 0.92, 2.85], [-0.42, -1.27, -0.88], [0.13, -2.01, 1.20], [-0.69, -2.26, -0.13], [0.30, -0.99, -0.64], [-0.39, 0.57, -0.87], [1.28, 0.11, 0.34], [-0.77, -0.86, -0.37], [0.67, -0.87, 0.57], [1.00, -0.55, 0.57], [0.60, 0.26, -1.43], [0.13, -0.08, 0.84], [-0.55, 0.21, -1.06], [-0.94, 0.18, -0.67], [0.03, 0.72, 0.70], [-1.09, 0.44, -0.55], [0.33, -0.49, -1.13], [-1.23, -0.05, -0.20], [-0.94, -0.45, 0.61], [0.44, 0.44, 0.85], [0.97, 0.33, -0.62], [0.65, -0.41, 0.88], [-0.40, 0.26, -1.06], [-0.93, 0.12, 0.71], [-0.75, -0.37, -0.90], [-0.21, -0.75, 0.68], [-0.16, 0.98, -0.67], [-0.30, -0.56, -1.15], [0.36, -0.79, -0.91], [-0.16, -0.18, 0.98], [-0.34, 1.05, 0.09], [-0.64, -0.83, 0.32], [0.95, 0.33, 0.79], [0.55, -0.25, -0.25], [-0.74, -0.28, -0.39], [0.93, 0.39, -0.07], [0.08, 1.05, -0.27], [0.41, 1.09, 0.70], [0.55, -0.17, 1.19], [-0.35, -0.69, -1.02]],
  "energy_ev": -75595.874,
  "orbital_gap_ev": 7.221,
  "total_charge": 1,
  "fmax_ev_per_a": 4.2
}

***

# 3
{
  "formula": "C14H21BN7O4",
  "method": "ωB97M-V/def2-TZVPD",
  "symbols": ["C", "B", "O", "N", "C", "C", "O", "O", "O", "C", "N", "H", "H", "H", "H", "H", "H", "C", "C", "N", "H", "H", "H", "C", "C", "N", "H", "H", "H", "C", "C", "N", "H", "H", "H", "C", "C", "N", "H", "H", "H", "C", "C", "N", "H", "H", "H"],
  "positions_angstrom": [[1.4033, 0.8252, -2.1147], [0.7820, 1.6212, -3.3615], [1.5574, 1.6704, -4.5502], [-0.5479, 2.2864, -3.4258], [-1.5588, 1.6827, -2.5340], [-3.0474, 2.1175, -2.8779], [-3.3610, 3.2989, -3.1231], [-3.9791, 1.2024, -2.8983], [-0.4859, 3.6864, -3.3026], [0.4100, 4.0975, -2.3754], [0.9738, 4.5093, -1.4651], [2.1066, 0.0203, -2.4760], [2.0072, 1.5348, -1.4758], [0.6284, 0.3827, -1.4204], [2.3211, 1.0878, -4.4167], [-1.5346, 0.5726, -2.7303], [-1.3080, 1.8106, -1.4454], [0.1854, -2.7783, 0.5240], [0.6439, -1.3932, 0.5061], [1.0100, -0.3043, 0.4911], [-0.8445, -2.8533, 0.8655], [0.2330, -3.2292, -0.4670], [0.7907, -3.3883, 1.1845], [-3.5056, -2.0271, 2.7173], [-2.7839, -1.1459, 1.8037], [-2.2174, -0.4518, 1.0858], [-3.2998, -1.7766, 3.7592], [-4.5844, -1.9555, 2.5707], [-3.2235, -3.0706, 2.5701], [-1.4097, 7.1705, -0.8549], [-0.9621, 8.3780, -0.1657], [-0.6102, 9.3281, 0.3761], [-2.4781, 7.2065, -1.0723], [-0.8895, 7.0346, -1.8035], [-1.2297, 6.2769, -0.2561], [4.5704, -4.2983, 1.6821], [3.4959, -4.1679, 0.7019], [2.6518, -4.0621, -0.0692], [4.1769, -4.4162, 2.6930], [5.1983, -5.1654, 1.4727], [5.2166, -3.4195, 1.6839], [0.9339, -4.6938, 4.3213], [-0.1369, -4.5613, 3.3384], [-0.9781, -4.4536, 2.5653], [0.5367, -4.8103, 5.3305], [1.5600, -5.5630, 4.1140], [1.5824, -3.8159, 4.3248]],
  "atomic_forces_ev_per_a": [[-0.40, -0.07, 0.05], [0.99, -0.41, -1.11], [-0.68, -0.15, 1.38], [0.21, -2.12, 0.56], [-0.78, -0.43, 0.10], [-3.65, -1.08, -0.41], [1.80, 0.37, 0.32], [3.05, 0.53, 0.50], [2.06, 2.04, 1.15], [-3.05, -0.98, -1.55], [0.96, 0.36, 0.41], [-0.66, 0.62, 0.50], [-0.61, -0.61, -0.63], [1.08, 0.61, -1.14], [-0.18, 0.44, -0.10], [0.15, 1.12, 0.07], [-0.36, 0.15, -0.75], [-0.43, 0.00, -0.22], [0.02, -0.13, 0.04], [0.11, -0.44, 0.67], [0.08, 0.33, -0.05], [0.13, 0.19, 0.01], [0.03, 0.23, -0.09], [-0.25, -0.26, 0.21], [-0.10, -0.03, 0.08], [-0.09, -0.08, 0.12], [0.10, 0.12, -0.12], [0.09, 0.15, -0.13], [0.13, 0.12, -0.12], [-0.16, -0.31, -0.16], [-0.02, -0.10, -0.06], [-0.05, -0.07, -0.05], [0.06, 0.15, 0.08], [0.08, 0.12, 0.11], [0.10, 0.14, 0.04], [0.28, -0.02, 0.24], [0.12, 0.00, 0.03], [0.49, -0.24, -0.01], [-0.13, 0.03, -0.12], [-0.14, 0.01, -0.13], [-0.16, 0.03, -0.13], [0.33, -0.01, 0.22], [-0.01, -0.08, 0.17], [-0.08, -0.30, 0.43], [-0.14, 0.02, -0.13], [-0.16, 0.00, -0.14], [-0.16, 0.05, -0.13]],
  "energy_ev": -34153.652,
  "orbital_gap_ev": 4.998,
  "total_charge": -1,
  "fmax_ev_per_a": 3.8
}

***

# 4
{
  "formula": "C13H17FN2O2S2",
  "method": "ωB97M-V/def2-TZVPD",
  "symbols": ["C", "C", "C", "S", "O", "O", "N", "C", "C", "N", "C", "S", "C", "C", "C", "C", "C", "C", "F", "C", "H", "H", "H", "H", "H", "H", "H", "H", "H", "H", "H", "H", "H", "H", "H", "H", "H"],
  "positions_angstrom": [[2.7976, 0.7598, 2.2960], [2.2076, 1.8626, 1.4536], [0.8381, 1.7253, 0.8940], [1.1629, 1.3656, -0.9771], [2.3510, 2.0556, -1.4038], [-0.0872, 1.5940, -1.5735], [1.6415, -0.1675, -1.0254], [3.0823, -0.6227, -1.2406], [3.3492, -1.9732, -0.8068], [2.1417, -2.2070, 0.0240], [1.3238, -1.5251, -0.2891], [-0.3439, -1.3697, 0.4486], [-1.4680, -1.1936, -0.8286], [-2.7183, -0.7065, -0.5418], [-3.6519, -1.5578, -0.2163], [-4.9314, -1.4544, 0.1918], [-5.1531, 0.1052, 0.1634], [-4.2545, 1.1349, -0.4777], [-4.5604, 2.2604, -0.3805], [-3.0592, 0.5897, -0.4473], [2.1780, 0.2964, 2.8831], [3.1545, 0.1227, 1.4185], [3.7059, 0.9474, 2.7475], [2.9468, 2.6888, 0.9570], [2.0240, 2.7639, 2.2369], [0.2301, 2.6015, 0.8889], [0.2408, 1.0637, 1.1568], [3.2852, -0.4872, -2.4755], [3.7633, 0.2540, -0.8374], [4.0976, -1.9910, 0.1819], [3.6109, -2.8881, -1.3704], [-0.8936, -0.7125, -1.6834], [-1.3945, -2.3636, -1.3923], [-3.5439, -2.8114, -0.0465], [-5.6604, -2.0143, 0.5816], [-6.1941, 0.5662, 0.4160], [-2.2184, 1.2880, -0.9254]],
  "atomic_forces_ev_per_a": [[3.01, 0.69, -7.34], [0.75, 6.69, 4.26], [6.11, 5.15, -5.80], [1.24, 0.93, 3.62], [-0.38, 0.28, -0.29], [-1.78, -0.04, -1.70], [2.38, -5.98, -0.09], [2.38, 6.84, -6.15], [1.94, -1.58, 6.50], [9.61, -10.57, 1.93], [-14.42, 12.46, -2.25], [1.76, -0.78, 3.16], [5.97, -4.62, -6.95], [-1.69, 0.92, 0.84], [-2.75, -10.81, 2.21], [1.41, 11.59, -1.48], [-3.08, -0.83, -1.36], [-2.49, -13.93, 4.53], [-2.50, 10.92, -0.25], [6.78, 4.63, -4.63], [-3.63, -2.61, 3.14], [-0.45, -0.59, 1.48], [1.69, 1.09, 1.27], [-1.47, -3.05, -0.02], [-0.11, -1.78, -0.73], [0.07, 1.12, -0.24], [-4.70, -6.66, 2.86], [-0.43, -0.48, 3.23], [-1.14, -2.14, -0.50], [-0.83, 0.23, -3.07], [-0.47, 1.06, -0.33], [-1.04, 0.34, 1.06], [-1.31, 3.08, 1.64], [1.35, 3.16, -1.19], [-2.14, -2.53, 1.20], [1.71, -1.05, -0.17], [-1.36, -1.12, 1.60]],
  "energy_ev": -45206.953,
  "orbital_gap_ev": 9.252,
  "total_charge": 0,
  "fmax_ev_per_a": 19.2
}